ORCA calculation (ωB97M-V/def2-TZVPD) on 6 unconnected molecules or ions with the total composition C16H26Br4NO12.

```
59
Properties=species:S:1:pos:R:3:nbo_charge:R:1
N 1.536 0.244 1.226 0.701
O 2.650 -0.030 0.826 -0.185
O 1.418 0.385 2.408 -0.222
O 0.660 0.473 0.421 -0.295
Br -0.327 1.115 -3.796 -0.020
C -1.696 0.567 -2.452 -0.422
C -1.797 1.768 -1.467 -0.448
Br -2.956 1.229 0.025 -0.009
H -1.486 -0.416 -2.030 0.227
H -2.635 0.499 -3.001 0.229
H -2.089 2.700 -1.950 0.242
H -0.794 1.971 -1.090 0.225
Br 1.550 4.605 -0.755 -0.012
C 2.873 3.158 -0.848 -0.454
C 3.784 3.393 -2.079 -0.417
Br 2.766 3.017 -3.777 -0.025
H 2.284 2.254 -1.004 0.224
H 3.379 3.086 0.115 0.232
H 4.562 2.648 -1.914 0.218
H 4.293 4.340 -2.260 0.242
C -2.637 0.655 3.693 -0.635
C -1.794 1.901 4.105 0.076
C -0.977 2.547 2.957 -0.109
O -1.425 3.891 2.907 -0.472
C -2.318 4.032 3.914 0.959
O -2.921 5.088 4.080 -0.586
O -2.580 2.901 4.548 -0.465
H -2.106 -0.195 3.264 0.217
H -3.380 1.114 3.041 0.213
H -3.195 0.172 4.495 0.231
H -1.156 1.594 4.934 0.177
H -1.096 2.050 1.994 0.201
H 0.070 2.565 3.262 0.186
C 2.711 -0.475 -4.132 -0.629
C 2.366 -1.849 -3.453 0.070
C 1.477 -1.752 -2.197 -0.101
O 0.526 -2.752 -2.348 -0.505
C 0.610 -3.262 -3.633 0.968
O -0.102 -4.167 -4.082 -0.571
O 1.555 -2.578 -4.355 -0.482
H 1.739 -0.037 -4.357 0.225
H 3.284 -0.605 -5.050 0.229
H 3.268 0.190 -3.472 0.217
H 3.268 -2.413 -3.215 0.180
H 0.869 -0.848 -2.232 0.184
H 1.968 -1.850 -1.229 0.193
C -2.436 -2.455 0.771 -0.629
C -1.552 -3.624 1.253 0.058
C -0.079 -3.382 1.219 -0.074
O 0.362 -3.778 2.433 -0.485
C -0.670 -4.092 3.244 0.965
O -0.555 -4.544 4.366 -0.578
O -1.807 -3.861 2.630 -0.472
H -3.500 -2.689 0.758 0.232
H -2.216 -2.085 -0.230 0.221
H -2.318 -1.567 1.393 0.215
H -1.795 -4.516 0.676 0.193
H 0.206 -2.347 1.030 0.154
H 0.360 -3.981 0.421 0.198
```

For the HOMO energy (alpha / beta), the calculation gives -10.63 / -10.63 eV. Its HOMO-LUMO gap (alpha / beta) is 9.33 / 5.09 eV. The value obtained for the energy is -323237.3025 eV. The multiplicity is 2.